Entry 1:
Formula: C4H13N3O2
Source: the Open Molecules 2025 dataset
Level of theory: ωB97M-V/def2-TZVPD

Cartesian coordinates (Å):
N: 0.675 0.476 -2.623
C: 1.564 -0.482 -2.030
C: 1.072 -1.056 -0.639
C: 1.646 -0.221 0.534
N: 0.702 -0.513 1.656
C: -0.605 -0.075 1.765
N: -0.997 0.873 0.860
O: -1.351 -0.331 2.703
H: -0.205 0.108 -2.978
H: 0.548 1.266 -2.025
H: 2.560 -0.005 -1.872
H: 1.648 -1.338 -2.707
H: -0.019 -0.905 -0.576
H: 1.185 -2.124 -0.491
H: 2.676 -0.448 0.821
H: 1.496 0.872 0.395
H: 1.078 -1.004 2.441
H: -0.516 1.188 0.073
H: -1.938 1.164 0.804
O: -2.140 0.850 -1.200
H: -3.012 0.700 -0.824
H: -2.171 1.750 -1.537

Calculated values
Total charge = 0
Lowest unoccupied orbital energy = 0.317 eV
SMILES string = NCCCNC(N)=O.O

---

Entry 2:
Formula: C4H13N4
Source: the Open Molecules 2025 dataset
Level of theory: ωB97M-V/def2-TZVPD

Cartesian coordinates (Å):
C: 1.870 1.493 0.658
C: 1.161 1.227 -0.406
C: 0.043 -1.541 -1.467
C: 0.107 -0.024 -0.552
N: -1.071 -2.148 -0.843
N: -0.819 -0.066 0.292
N: 1.302 -2.207 -1.292
N: -1.646 2.107 1.942
H: 2.326 2.455 0.566
H: 2.125 0.853 1.572
H: 1.050 1.936 -1.316
H: -0.068 -1.083 -2.391
H: -1.770 -2.634 -1.451
H: -0.883 -3.041 -0.423
H: -1.324 -0.999 0.347
H: -1.036 0.729 0.854
H: 1.956 -2.252 -2.118
H: 1.808 -2.182 -0.446
H: -0.908 2.365 2.692
H: -2.498 2.032 2.387
H: -1.725 2.981 1.395

Calculated values
Total charge = +1
Lowest unoccupied orbital energy = -3.190 eV

---

Entry 3:
Formula: C4H13N4
Source: the Open Molecules 2025 dataset
Level of theory: ωB97M-V/def2-TZVPD

Cartesian coordinates (Å):
C: -1.463 -0.151 1.106
C: -0.989 0.666 2.059
N: -0.326 1.930 1.663
N: -2.016 -1.396 1.333
H: -1.492 0.115 0.051
H: -0.703 0.330 3.045
H: 0.622 1.974 2.053
H: -0.144 1.918 0.663
H: -0.843 2.736 2.017
H: -1.788 -1.727 2.263
H: -1.842 -2.095 0.623
C: 1.286 -0.933 -1.381
C: 0.844 0.305 -1.809
N: -0.451 0.612 -2.096
N: 2.629 -1.090 -1.043
H: 0.719 -1.866 -1.385
H: 1.563 1.120 -1.871
H: -0.981 -0.250 -2.212
H: -0.501 1.158 -2.957
H: 3.167 -1.541 -1.799
H: 2.709 -1.816 -0.322

Calculated values
Total charge = +2
2S+1 = 2
Lowest unoccupied orbital energy (alpha / beta) = -7.440 / -11.122 eV
<S²> = 0.7571

---

Entry 4:
Formula: C4H13N4O
Source: the Open Molecules 2025 dataset
Level of theory: ωB97M-V/def2-TZVPD

Cartesian coordinates (Å):
C: 0.775 -3.045 -2.355
C: 0.698 -1.343 -0.572
N: 1.334 -0.287 -0.040
N: 0.971 -1.706 -1.825
N: 0.026 -2.157 0.240
H: 1.755 0.367 -0.690
H: 0.812 0.356 0.645
H: 1.430 -1.155 -2.534
H: -0.691 -2.776 -0.091
H: 0.289 -2.179 1.212
H: 1.597 -3.740 -2.206
H: 0.498 -2.962 -3.424
H: -0.070 -3.509 -1.875
C: -2.245 2.712 1.389
C: -0.906 2.101 1.187
O: -0.650 0.890 1.236
N: 0.168 2.918 0.881
H: -2.529 3.671 0.975
H: -2.443 2.733 2.470
H: 0.748 2.531 0.162
H: 0.108 3.922 0.948
H: -3.009 2.066 0.936

Calculated values
Total charge = +1
Lowest unoccupied orbital energy = -2.715 eV

---

Entry 5:
Formula: C4H13N4O
Source: the Open Molecules 2025 dataset
Level of theory: ωB97M-V/def2-TZVPD

Cartesian coordinates (Å):
C: 2.143 -1.399 -2.380
C: -1.462 1.094 1.392
C: 0.031 -0.214 -1.429
C: -1.300 0.284 2.443
N: 0.748 -0.736 -2.472
N: -2.637 0.810 0.435
N: -0.569 0.536 3.551
N: 3.218 -0.702 -1.758
O: -1.195 0.141 -1.630
H: 2.043 -2.519 -2.045
H: 2.588 -1.412 -3.415
H: -1.231 2.144 1.323
H: 0.409 -0.200 -0.418
H: -1.787 -0.689 2.353
H: 0.475 -0.710 -3.445
H: -3.317 0.113 0.576
H: -3.137 1.627 -0.026
H: -0.390 -0.085 4.363
H: 0.140 1.283 3.679
H: 3.623 0.099 -2.254
H: 3.268 -0.615 -0.752
H: -2.008 0.465 -0.421

Calculated values
Total charge = +1
Lowest unoccupied orbital energy = -2.468 eV

---

Entry 6:
Formula: C4H13N4O
Source: the Open Molecules 2025 dataset
Level of theory: ωB97M-V/def2-TZVPD

Cartesian coordinates (Å):
C: -3.195 -2.413 0.444
C: -2.379 -1.277 -0.073
O: -1.355 -1.283 -0.763
N: -2.716 -0.021 0.346
H: -4.009 -2.059 1.073
H: -2.538 -3.157 0.885
H: -2.292 0.733 -0.194
H: -3.112 0.168 1.263
H: -3.668 -2.889 -0.427
C: 2.163 2.070 1.161
C: 1.919 0.535 -0.774
N: 2.077 1.735 -0.250
N: 1.607 -0.520 0.032
N: 1.922 0.339 -2.086
H: 2.520 2.440 -0.783
H: 3.147 2.032 1.635
H: 1.436 1.575 1.799
H: 2.168 -0.640 0.859
H: 0.823 -1.089 -0.231
H: 2.081 1.088 -2.732
H: 1.496 -0.495 -2.450
H: 1.904 3.127 1.266

Calculated values
Total charge = +2
2S+1 = 2
Lowest unoccupied orbital energy (alpha / beta) = -7.765 / -12.679 eV
<S²> = 0.7658

---

Entry 7:
Formula: C4H13NO
Source: the Open Molecules 2025 dataset
Level of theory: ωB97M-V/def2-TZVPD

Cartesian coordinates (Å):
C: -1.161 -1.090 1.281
C: 0.391 -0.839 0.856
N: 0.532 -0.010 -0.321
C: 1.664 0.903 -0.353
C: 0.498 -0.889 -1.483
H: -1.588 -0.411 2.021
H: -1.816 -1.357 0.429
H: -1.055 -2.176 1.729
H: 0.593 -1.936 0.629
H: 0.936 -0.446 1.748
H: 2.577 0.498 -0.243
H: 1.587 1.613 0.452
H: 1.660 1.451 -1.327
H: 1.446 -1.398 -1.625
H: -0.254 -1.777 -1.395
H: 0.415 -0.367 -2.426
H: -1.128 2.617 0.066
H: -1.164 1.032 -0.163
O: -1.786 1.777 0.067

Calculated values
Total charge = -1
2S+1 = 2
Lowest unoccupied orbital energy (alpha / beta) = 4.108 / 3.934 eV
<S²> = 0.7503

---

Entry 8:
Formula: C4H13NO
Source: the Open Molecules 2025 dataset
Level of theory: ωB97M-V/def2-TZVPD

Cartesian coordinates (Å):
C: -1.155 1.279 3.071
C: 0.227 1.665 2.083
C: 0.675 0.632 1.010
C: 0.176 -0.841 1.053
N: 0.367 1.261 -0.349
H: -0.908 1.802 4.061
H: -1.145 0.126 3.079
H: -2.102 1.617 2.656
H: 0.256 2.735 1.704
H: 1.078 1.540 2.912
H: 1.775 0.318 1.045
H: -0.843 -1.001 0.673
H: 0.104 -1.079 2.128
H: 0.804 -1.565 0.481
H: 0.552 0.625 -1.189
H: 0.890 2.057 -0.627
O: -0.317 -3.350 -5.776
H: -0.039 -2.805 -5.023
H: 0.008 -2.799 -6.547

Calculated values
Total charge = 0
Lowest unoccupied orbital energy = 0.670 eV
SMILES string = CC[C@@H](C)N.O

---

Entry 9:
Formula: C4H13NO
Source: the Open Molecules 2025 dataset
Level of theory: ωB97M-V/def2-TZVPD

Cartesian coordinates (Å):
C: 2.500 1.507 0.245
C: 1.478 2.232 1.200
C: 0.037 1.993 0.698
N: -0.080 0.570 0.455
C: -1.418 0.343 -0.161
H: 2.328 1.644 -0.836
H: 2.438 0.431 0.478
H: 3.516 1.861 0.487
H: 1.492 1.737 2.190
H: 1.723 3.301 1.355
H: -0.709 2.358 1.430
H: -0.100 2.567 -0.238
H: 0.642 0.119 -0.121
H: -1.569 -0.739 -0.315
H: -1.527 0.855 -1.132
H: -2.202 0.714 0.521
O: -2.590 -7.184 -1.781
H: -3.212 -7.881 -2.090
H: -2.747 -6.425 -2.386

Calculated values
Total charge = 0
Lowest unoccupied orbital energy = 1.003 eV
SMILES string = CCCNC.O

---

Entry 10:
Formula: C4H13NO
Source: the Open Molecules 2025 dataset
Level of theory: ωB97M-V/def2-TZVPD

Cartesian coordinates (Å):
C: 0.000 0.000 0.000
C: 1.185 0.560 -0.792
N: 0.806 1.892 -1.267
C: 1.928 2.432 -2.062
C: 1.392 3.775 -2.618
H: -0.038 0.423 1.018
H: 0.158 -1.089 0.077
H: -0.970 0.181 -0.493
H: 2.079 0.822 -0.194
H: 1.510 -0.122 -1.601
H: 0.124 1.717 -2.017
H: 2.837 2.508 -1.435
H: 2.180 1.815 -2.947
H: 0.645 3.618 -3.415
H: 2.246 4.332 -3.041
H: 0.934 4.386 -1.822
O: 1.526 4.360 2.207
H: 1.465 3.846 1.370
H: 0.608 4.671 2.374

Calculated values
Total charge = 0
Lowest unoccupied orbital energy = 0.940 eV
SMILES string = CCNCC.O

---

Summary of energy above the lowest of the compared OMol25 structures with the same formula, charge and spin in kJ/mol
97.8; 329.5; 74.4; 126.0; 369.6; 49.1; 153.8; 193.6; 87.9; 74.0
(order as listed above)
Summary of E in hartree
-474.9397; -378.9103; -378.5220; -454.2798; -454.1870; -453.8135; -290.0839; -290.1232; -290.1635; -290.1688
(order as listed above)